125
Properties=species:S:1:pos:R:3 method="wB97M-V/def2-TZVPD" charge=+2 e_above_lowest_kj_mol=143.5 multiplicity=2 homo_ha="-0.213 / -0.375" s2=0.751 total_energy_ha=-1901.36000
C 0.372 0.336 -1.371
O 0.753 -0.296 -0.215
H 0.368 1.426 -1.376
H 1.084 0.195 -2.184
H -0.570 -0.048 -1.763
C 5.173 1.476 4.422
C 4.479 1.254 3.081
N 4.418 -0.239 2.622
C 5.772 -0.948 2.527
C 3.597 -1.058 3.746
C 3.345 -2.544 3.355
C 3.559 -0.258 1.263
C 4.249 0.561 0.131
O 5.613 0.165 -0.034
C 6.319 0.947 -1.063
H 6.082 0.879 4.498
H 4.478 1.497 5.261
H 5.551 2.498 4.396
H 4.978 1.795 2.276
H 3.441 1.574 3.167
H 5.628 -1.856 1.943
H 6.124 -1.030 3.556
H 6.458 -0.304 1.975
H 2.671 -0.490 3.652
H 4.066 -0.782 4.690
H 4.236 -3.164 3.254
H 2.787 -2.688 2.429
H 2.749 -3.013 4.138
H 2.628 0.282 1.437
H 3.327 -1.274 0.943
H 4.187 1.628 0.348
H 3.789 0.317 -0.827
H 7.319 0.602 -1.324
H 6.414 2.001 -0.803
H 5.852 0.992 -2.048
C -3.908 -2.293 0.898
C -2.539 -1.874 1.563
N -1.700 -3.129 2.162
C -2.514 -3.966 3.121
C -1.374 -4.173 0.970
C -0.582 -3.714 -0.183
C -0.314 -2.648 2.709
C -0.336 -1.634 3.835
O -1.131 -2.095 4.903
C -1.106 -1.166 6.060
H -3.865 -2.951 0.030
H -4.382 -1.476 0.354
H -4.426 -2.790 1.718
H -2.751 -1.272 2.447
H -1.899 -1.301 0.892
H -3.318 -4.496 2.610
H -2.921 -3.363 3.933
H -1.808 -4.712 3.485
H -2.276 -4.757 0.783
H -0.761 -4.844 1.572
H 0.412 -3.281 -0.066
H -1.170 -2.887 -0.580
H -0.494 -4.555 -0.872
H 0.259 -2.226 1.883
H 0.102 -3.580 3.092
H -0.713 -0.666 3.504
H 0.598 -1.307 4.291
H -0.195 -1.375 6.621
H -1.937 -1.302 6.752
H -1.214 -0.129 5.741
C 0.783 4.785 4.113
C -0.255 4.094 3.247
N -0.044 4.002 1.672
C 1.194 3.152 1.313
C -1.274 3.339 0.968
C -1.719 1.936 1.525
C 0.186 5.436 1.112
C -0.296 5.775 -0.333
O 0.295 4.957 -1.372
C 0.316 5.539 -2.635
H 0.928 5.837 3.868
H 1.792 4.375 4.143
H 0.416 4.693 5.135
H -1.244 4.507 3.447
H -0.215 3.035 3.502
H 2.007 3.549 1.920
H 1.344 3.184 0.233
H 1.069 2.157 1.739
H -1.049 3.236 -0.094
H -2.057 4.097 1.009
H -0.973 1.207 1.841
H -2.309 1.224 0.948
H -2.299 2.160 2.421
H 1.238 5.619 1.334
H -0.133 6.175 1.846
H 0.162 6.743 -0.535
H -1.380 5.703 -0.419
H -0.599 5.890 -3.113
H 0.753 4.744 -3.239
H 1.023 6.352 -2.797
C -1.829 1.216 -6.221
C -3.173 0.512 -5.804
N -3.109 -1.024 -5.586
C -4.573 -1.468 -5.253
C -2.704 -1.759 -6.918
C -3.704 -1.707 -8.064
C -2.085 -1.447 -4.422
C -2.188 -2.948 -4.042
O -3.356 -3.257 -3.334
C -3.593 -4.623 -3.050
H -1.074 1.204 -5.434
H -1.830 2.306 -6.211
H -1.475 0.909 -7.205
H -3.889 0.848 -6.553
H -3.591 1.001 -4.924
H -4.838 -0.934 -4.340
H -4.579 -2.555 -5.177
H -5.205 -1.099 -6.060
H -2.449 -2.797 -6.704
H -1.729 -1.408 -7.254
H -3.984 -0.671 -8.253
H -4.532 -2.377 -7.834
H -3.341 -2.223 -8.953
H -2.360 -0.766 -3.617
H -1.127 -1.186 -4.872
H -1.316 -3.198 -3.438
H -2.126 -3.618 -4.899
H -4.193 -5.136 -3.801
H -4.142 -4.776 -2.122
H -2.603 -4.994 -2.783